[1]
16
Properties=species:S:1:pos:R:3:forces:R:3:nbo_charge:R:1 method="wB97M-V/def2-TZVPD" smiles="C=C(C)C(=C)C" spin_multiplicity=1 e_lumo_ev=0.92 homo_energy_ev=-8.722
C -0.9111 -0.2473 1.6919 2.7 -0.6 -1.1 -0.40
C -0.3381 -0.4634 0.4715 -2.5 2.1 -0.3 0.00
C -1.0419 -1.4724 -0.4163 -2.4 1.8 1.0 -0.63
C 0.5055 0.5937 -0.1889 -1.6 -2.3 -1.5 -0.02
C 1.3672 1.2327 0.5509 2.3 0.0 0.8 -0.40
C 0.4777 0.5949 -1.7275 0.4 -1.7 0.9 -0.64
H -0.5702 0.5982 2.2918 -0.4 -0.3 0.1 0.20
H -1.2223 -1.1804 2.1108 -1.2 0.0 0.8 0.19
H -1.7734 -1.0290 -1.1892 0.9 -0.1 1.5 0.21
H -1.6248 -2.1321 0.2204 0.0 -0.3 -0.2 0.22
H -0.4190 -1.9752 -1.0209 2.5 -2.2 -1.9 0.20
H 2.1809 1.8211 0.1150 -0.5 0.2 0.2 0.20
H 1.5451 0.8073 1.5478 -0.2 0.8 -0.2 0.21
H 1.1380 -0.2440 -2.1020 -0.5 0.9 0.5 0.22
H 0.8716 1.5027 -2.0608 0.6 1.4 -0.8 0.22
H -0.4821 0.4024 -2.2022 -0.2 0.3 0.3 0.22

[2]
67
Properties=species:S:1:pos:R:3:forces:R:3:nbo_charge:R:1 method="wB97M-V/def2-TZVPD" s_squared=3.76 spin_multiplicity=4 e_lumo_ev="-0.44 / -0.45" homo_energy_ev="-7.873 / -7.930"
Co -1.6627 0.1594 0.3223 0.5 0.0 -0.7 1.46
C -2.7386 -3.9415 -0.8228 0.0 0.0 0.0 -0.28
C -2.2190 -4.7197 0.2060 0.0 0.0 0.0 -0.15
C -1.7397 -4.0895 1.3273 0.0 -0.1 0.0 -0.24
C -1.7581 -2.6901 1.4215 -0.1 0.0 0.2 0.38
N -2.1826 -1.9409 0.3844 -0.1 0.0 0.4 -0.58
C -2.6909 -2.5748 -0.6855 0.0 0.1 -0.1 0.06
N -1.3373 -2.2057 2.6523 0.1 -0.4 -0.2 -0.54
C -1.2616 -0.9759 2.9952 0.0 0.4 0.2 0.47
N -1.5460 0.1558 2.2752 -0.1 0.0 0.2 -0.76
C -1.1819 1.2595 2.9922 0.0 -0.4 0.2 0.49
N -1.1721 2.4955 2.6510 0.1 0.3 -0.2 -0.54
C -1.5637 3.0055 1.4250 -0.1 0.0 0.2 0.38
C -1.4987 4.4068 1.3479 0.0 0.1 0.0 -0.24
C -1.9481 5.0664 0.2330 0.0 0.0 0.0 -0.15
C -2.4863 4.3176 -0.8101 0.0 0.0 0.0 -0.28
C -2.4848 2.9500 -0.6915 0.0 -0.1 -0.1 0.06
N -2.0012 2.2826 0.3719 -0.1 0.0 0.4 -0.59
C -0.7109 0.8155 4.3346 0.0 0.2 -0.2 -0.10
C -0.2325 1.5247 5.4165 0.0 0.0 0.1 -0.17
C 0.1937 0.7924 6.5206 0.0 0.0 0.0 -0.21
C 0.1435 -0.6006 6.5226 0.0 0.0 0.0 -0.20
C -0.3348 -1.3032 5.4206 0.0 0.0 0.1 -0.20
C -0.7610 -0.5643 4.3366 0.0 -0.2 -0.2 -0.01
H -3.1600 -4.3794 -1.7161 0.0 0.0 0.0 0.22
H -2.2037 -5.7995 0.1318 0.0 0.0 0.0 0.22
H -1.3506 -4.6315 2.1765 0.0 0.0 0.0 0.23
H -3.0607 -1.9401 -1.4780 0.1 0.0 0.0 0.21
H -1.0992 4.9239 2.2078 0.0 0.0 0.0 0.23
H -1.8964 6.1458 0.1724 0.0 0.0 0.0 0.22
H -2.8863 4.7800 -1.7008 0.0 0.0 0.0 0.22
H -2.8686 2.3375 -1.4938 0.1 0.0 0.0 0.22
H -0.1952 2.6058 5.3956 0.0 0.0 0.0 0.23
H 0.5767 1.3088 7.3914 0.0 0.0 0.0 0.21
H 0.4891 -1.1409 7.3945 0.0 0.0 0.0 0.21
H -0.3746 -2.3843 5.4025 0.0 0.0 0.0 0.23
C 2.2509 -1.3041 -4.3961 0.0 0.0 0.0 -0.62
C 1.5965 0.0639 -4.5344 0.0 0.0 0.0 -0.21
N 0.2290 0.1220 -4.0062 -0.1 -0.1 0.0 -0.40
C -0.8629 0.0519 -4.9728 0.0 0.0 0.0 -0.21
C -1.3229 -1.3710 -5.2648 0.0 0.0 0.0 -0.62
C 0.0250 0.1567 -2.6709 0.1 0.1 0.0 0.39
S -1.6101 0.1469 -2.1201 -0.1 0.0 -0.2 -0.43
N 1.1601 0.2299 -1.9649 -0.1 0.0 0.1 -0.68
C 1.2609 0.1286 -0.6430 0.1 0.0 0.0 0.67
O 0.3691 -0.0835 0.2088 -0.2 0.0 0.0 -0.76
C 2.6591 0.2578 -0.1073 0.0 0.0 0.0 -0.06
C 2.8557 0.2605 1.2707 0.0 0.0 0.0 -0.19
C 4.1345 0.3684 1.7940 0.0 0.0 0.0 -0.22
C 5.2268 0.4698 0.9429 0.0 0.0 0.0 -0.20
C 5.0363 0.4668 -0.4324 0.0 0.0 0.0 -0.21
C 3.7566 0.3631 -0.9559 0.0 0.0 0.0 -0.20
H 3.2729 -1.2665 -4.7775 0.0 0.0 0.0 0.21
H 1.7068 -2.0640 -4.9580 0.0 0.0 0.0 0.20
H 2.2859 -1.6008 -3.3490 0.0 0.0 0.0 0.23
H 1.5320 0.3419 -5.5864 0.0 0.0 0.0 0.19
H 2.1946 0.8152 -4.0224 0.0 0.0 0.0 0.22
H -0.5051 0.5240 -5.8887 0.0 0.0 0.0 0.19
H -1.6936 0.6448 -4.5985 0.0 0.0 0.0 0.23
H -0.5310 -1.9541 -5.7363 0.0 0.0 0.0 0.20
H -2.1819 -1.3569 -5.9375 0.0 0.0 0.0 0.21
H -1.6174 -1.8667 -4.3399 0.0 0.0 0.0 0.22
H 1.9949 0.1760 1.9206 0.0 0.0 0.0 0.23
H 4.2789 0.3716 2.8668 0.0 0.0 0.0 0.21
H 6.2265 0.5506 1.3510 0.0 0.0 0.0 0.21
H 5.8867 0.5452 -1.0978 0.0 0.0 0.0 0.21
H 3.5904 0.3608 -2.0242 0.0 0.0 0.0 0.23

[3]
17
Properties=species:S:1:pos:R:3:forces:R:3:nbo_charge:R:1 method="wB97M-V/def2-TZVPD" spin_multiplicity=1 e_lumo_ev=-1.42 homo_energy_ev=-9.304
C 3.8724 -2.3497 0.4388 -1.2 0.5 -0.5 -0.15
C 3.0001 -1.5229 0.5184 0.3 0.6 1.2 -0.05
C 1.0874 -0.0654 0.0609 -0.1 -3.3 -0.4 -0.22
C 0.0020 0.9341 -0.0837 -3.0 0.2 -0.5 0.16
C 2.2008 -0.4069 0.8601 -2.8 3.6 -2.8 -0.19
C -2.1922 1.8073 -0.3730 -2.1 1.6 0.8 -0.46
N -1.2694 0.7835 -0.5344 5.7 -1.0 1.0 -0.42
O -1.4449 -1.5188 0.5935 -1.0 0.2 -1.0 -0.95
O -3.4692 -0.9384 -0.7925 1.2 0.4 0.5 -0.93
S -2.0204 -1.1383 -0.7085 -0.2 -1.7 0.4 1.65
H 4.3409 -3.1651 0.0056 1.1 -1.0 -0.1 0.23
H 0.8025 -0.9145 -0.5998 0.3 0.5 0.4 0.22
H 0.0865 1.9601 0.1676 1.1 1.0 0.7 0.18
H 2.5818 0.4684 1.3936 0.3 -0.8 0.7 0.23
H -1.7689 2.8394 -0.0608 -0.7 -1.8 -0.3 0.20
H -2.8878 1.9003 -1.2228 0.7 0.1 -0.2 0.24
H -2.9217 1.3269 0.3372 0.5 1.1 0.1 0.25

Short version: maximum force = 3.9, 0.9, 5.9 eV/Å, in the order given.